[1]
{
  "formula": "C5H8O2",
  "method": "the ωB97M-V functional and the def2-TZVPD basis",
  "relative_energy_kj_mol": 418.1,
  "energy_ha": -345.6457,
  "orbital_gap_ev": 9.63,
  "max_force_ev_per_a": 1.10,
  "smiles": "C#C[C@H](O)CCO",
  "elements": ["H", "C", "C", "C", "O", "C", "H", "O", "H", "H", "H", "H", "H", "H", "C"],
  "coordinates": [[-2.0013, 0.7678, -0.3618], [-0.5483, 0.5677, -1.5983], [1.3805, -1.9536, 1.3723], [0.5730, -1.5830, 0.5433], [-1.1003, 0.0256, 1.2147], [0.2195, -0.1096, 0.7191], [1.4918, 0.4963, -0.8473], [-1.7957, 1.1187, -1.2432], [0.9184, 0.2430, 1.4980], [-0.6340, -0.5024, -1.8602], [2.0899, -1.8508, 2.1544], [-0.2024, 1.1000, -2.4886], [0.4850, 1.7821, -0.1567], [-1.3558, -0.8426, 1.5515], [0.4798, 0.7407, -0.4971]],
  "atomic_forces_ev_per_a": [[-0.03, 0.14, -0.21], [0.32, -0.12, -0.26], [-0.01, -0.31, -0.34], [0.62, 0.14, 0.80], [-0.34, -0.23, -0.14], [0.28, 0.63, 0.21], [-0.21, 0.08, 0.00], [-0.21, -0.06, 0.16], [-0.51, 0.24, -0.23], [-0.01, 0.20, 0.05], [0.42, -1.00, 0.20], [-0.12, -0.09, 0.01], [-0.03, -0.01, -0.18], [-0.09, 0.26, 0.05], [-0.06, 0.14, -0.11]]
}

[2]
{
  "formula": "C23H21N5O5ReS",
  "method": "the ωB97M-V functional and the def2-TZVPD basis",
  "relative_energy_kj_mol": 263.9,
  "energy_ha": -2014.9042,
  "total_charge": 2,
  "multiplicity": 2,
  "orbital_gap_ev": [5.43, 5.28],
  "max_force_ev_per_a": 5.20,
  "elements": ["H", "C", "H", "C", "C", "H", "N", "H", "O", "C", "C", "H", "C", "C", "C", "O", "O", "H", "H", "H", "H", "C", "N", "N", "H", "C", "O", "O", "Re", "N", "H", "C", "C", "H", "C", "N", "C", "C", "S", "H", "H", "H", "H", "C", "H", "C", "C", "C", "C", "C", "C", "H", "H", "H", "H", "C"],
  "coordinates": [[0.3843, 5.1569, 0.8568], [-0.0139, 2.6339, 1.0360], [2.5038, -2.3255, -3.8288], [1.1866, 4.7125, 1.4439], [-4.5266, 3.3682, -1.5953], [5.5452, -5.2907, -1.6480], [-3.5005, 0.0610, 0.5361], [2.0667, 4.6220, 0.8012], [1.0412, 0.4368, -1.0488], [-2.2733, -3.4174, 2.2296], [2.3805, -1.7204, -1.7902], [2.4671, -1.2166, 0.2942], [-2.9544, 1.6411, -0.9937], [-3.1280, -1.0438, 1.2075], [3.9482, -3.3344, -2.5826], [-0.2091, -1.4885, -1.5128], [-0.5331, 3.1065, 0.0486], [-1.9144, -4.3722, 2.5763], [5.5344, -4.7461, 0.0529], [-4.2314, -3.6158, 3.0974], [-5.0269, -1.4474, 2.1003], [1.2596, 2.8775, 3.0400], [-1.8225, -1.4172, 1.0152], [0.7869, 3.3981, 1.8940], [-1.1870, 1.5059, -2.2319], [-4.0179, -1.8052, 1.9709], [0.4800, -0.5269, 2.3718], [0.8158, -0.2760, -3.3890], [-0.6160, -0.1373, -0.0744], [-0.1816, 1.3124, 1.3577], [-0.4128, -2.8840, 1.2927], [-1.4348, -2.5995, 1.4948], [2.8808, -1.8255, -0.4999], [-4.8404, 1.9569, -0.0121], [3.9306, -2.6869, -0.2543], [-2.5965, 0.5914, -0.1788], [1.1018, 1.5642, 3.3677], [0.4738, 0.7109, 2.4052], [0.9660, -0.6891, -2.0439], [1.4917, 1.1467, 4.2786], [4.3352, -2.7641, 0.7437], [-3.9363, 4.6205, -3.2428], [-5.4530, 3.8963, -1.4287], [5.5622, -4.4265, -0.9874], [1.8180, 3.5549, 3.6721], [2.9063, -2.4626, -2.8378], [-4.1869, 2.3016, -0.7969], [-2.1057, 2.0444, -2.0413], [-2.4765, 3.0966, -2.8504], [-3.5763, -3.0024, 2.4993], [4.4658, -3.4775, -1.2844], [4.3692, -3.9137, -3.3906], [6.5238, -3.9262, -1.1455], [1.4360, 5.3485, 2.2904], [-1.8352, 3.3950, -3.6665], [-3.6707, 3.7787, -2.6179]],
  "atomic_forces_ev_per_a": [[0.06, -0.01, 0.18], [-0.15, 1.36, -0.21], [0.02, -0.12, -0.19], [0.22, 0.71, -0.53], [0.10, 0.06, -0.07], [-0.05, -0.05, 0.05], [-0.43, 1.15, -0.71], [-0.08, 0.06, 0.05], [-0.29, 0.86, 0.69], [-0.22, 0.17, -0.06], [-0.58, 0.51, 0.18], [0.08, -0.04, 0.14], [-0.52, 1.29, -0.87], [0.71, -1.12, 0.69], [0.04, 0.05, 0.46], [-1.44, 0.60, 0.38], [0.26, 0.02, 0.03], [0.10, -0.05, 0.07], [0.00, -0.09, -0.05], [-0.10, -0.06, 0.02], [-0.08, 0.04, 0.02], [0.09, -0.80, 0.31], [-0.77, 0.13, -0.47], [-0.58, -0.56, -0.25], [0.16, 0.10, -0.09], [0.27, 0.75, -0.52], [-0.58, -1.11, -1.45], [-0.14, -0.02, 0.27], [-1.01, -0.84, 4.97], [-0.03, -0.60, -0.70], [0.08, 0.00, 0.01], [0.44, -0.47, 0.24], [0.05, 0.13, 0.18], [-0.07, 0.11, 0.07], [-0.11, -0.16, -0.32], [0.48, -1.12, 0.46], [-0.17, -0.14, -0.19], [0.37, 1.59, 0.34], [3.57, -1.89, -3.27], [0.12, -0.01, 0.06], [0.03, -0.03, 0.08], [-0.01, 0.00, 0.00], [-0.07, -0.02, 0.03], [0.58, -0.07, -0.02], [-0.03, 0.01, 0.02], [-0.13, 0.24, -0.22], [0.25, -0.20, 0.06], [-0.38, -0.25, 0.35], [0.01, 0.02, -0.06], [0.47, -0.10, -0.09], [-0.64, 0.46, -0.13], [0.00, -0.06, -0.06], [-0.03, -0.06, 0.02], [-0.11, -0.10, 0.03], [0.04, 0.01, -0.01], [0.17, -0.27, 0.09]]
}